P) Density functional theory data (ωB97M-V/def2-TZVPD) for a molecular structure, C5H14ClIr2.

Structure (XYZ):
```
22
Properties=species:S:1:pos:R:3:nbo_charge:R:1
Ir -1.540 1.924 -0.950 1.2490
Cl -2.822 3.639 -1.473 -0.3741
C -1.866 -0.018 -1.140 -1.1712
C 0.304 1.463 -1.510 -1.1678
H -1.965 -0.158 -2.226 0.2605
H -1.454 -0.960 -0.720 0.2465
H -2.901 0.019 -0.747 0.2528
H 0.258 1.328 -2.604 0.2645
H 1.145 0.824 -1.129 0.2375
H 0.661 2.490 -1.325 0.2520
Ir 0.291 -0.462 -0.088 1.1181
C 1.574 0.340 1.420 -0.9719
C 1.343 -2.071 -0.308 -0.7973
H 2.527 0.524 0.899 0.2039
H 1.057 1.255 1.759 0.1993
H 1.726 -0.339 2.295 0.2127
H 2.435 -2.180 -0.452 0.1880
H 1.066 -3.093 0.042 0.1901
C -0.390 -1.026 1.771 -1.0154
H 0.324 -1.789 2.104 0.2152
H -1.377 -1.490 1.863 0.1926
H -0.395 -0.216 2.518 0.2150
```

Calculated values
Lowest unoccupied orbital energy (alpha / beta), eV: 0.1 / -3.0
E_HOMO (alpha / beta), eV: -5.120 / -9.583
Spin multiplicity: 10
Total charge: 0



Q) Density functional theory data (ωB97M-V/def2-TZVPD) for a molecular structure, C5H14ClIr2.

Structure (XYZ):
```
22
Properties=species:S:1:pos:R:3:nbo_charge:R:1
Ir 0.557 0.203 -2.679 1.1600
Cl 1.071 -1.182 -1.338 -0.1446
C 2.253 1.164 -3.013 -1.0409
C -0.404 -0.910 -4.000 -1.0590
H 2.287 1.573 -4.046 0.2318
H 2.388 2.021 -2.320 0.2194
H 3.135 0.501 -2.898 0.2304
H -0.350 -0.466 -5.018 0.2310
H -1.480 -1.019 -3.751 0.2178
H 0.024 -1.932 -4.071 0.2309
Ir 0.000 0.000 0.000 1.0613
C -1.521 -0.919 1.067 -1.0826
C -0.606 1.066 -1.553 -1.0531
H -2.496 -0.502 0.733 0.2260
H -1.516 -2.017 0.895 0.2218
H -1.388 -0.715 2.152 0.2332
H -1.675 1.025 -1.859 0.2346
H -0.279 2.109 -1.348 0.2259
C 1.190 -0.854 1.558 -0.9795
H 0.950 -0.369 2.527 0.2170
H 2.263 -0.679 1.336 0.2151
H 1.010 -1.947 1.630 0.2034
```

Calculated values
Lowest unoccupied orbital energy (alpha / beta), eV: 0.6 / -2.6
E_HOMO (alpha / beta), eV: -5.552 / -9.980
Spin multiplicity: 10
Total charge: 0



Quick one: most stable of them? Q)



P) Density functional theory data (ωB97M-V/def2-TZVPD) for 2 unconnected molecules or ions with the total composition C5H8S.

Structure (XYZ):
```
14
Properties=species:S:1:pos:R:3:nbo_charge:R:1
C -0.126 -0.811 -1.656 -0.6959
C -0.873 -0.091 -0.523 -0.0308
C -0.499 1.387 -0.326 -0.7077
S -1.700 -1.046 0.528 0.0308
H -0.561 -1.904 -1.564 0.2409
H 0.945 -0.742 -1.495 0.2287
H -0.449 -0.309 -2.598 0.2257
H -0.227 1.922 -1.313 0.2163
H 0.360 1.385 0.322 0.2506
H -1.320 2.164 -0.034 0.2446
C 0.982 -0.043 2.518 -0.2429
C 1.214 -1.023 1.848 -0.2282
H 0.954 0.943 3.035 0.2504
H 1.301 -1.831 1.257 0.2176
```

Calculated values
Lowest unoccupied orbital energy (alpha / beta), eV: 0.1 / 0.1
E_HOMO (alpha / beta), eV: -8.464 / -8.464
Spin multiplicity: 1
Structure (SMILES): CC(C)=S.C#C
Total charge: 0



Q) Density functional theory data (ωB97M-V/def2-TZVPD) for a single C5H8S molecule.

Structure (XYZ):
```
14
Properties=species:S:1:pos:R:3:nbo_charge:R:1
C 1.007 -1.320 0.131 -0.5508
S 2.151 0.047 -0.022 0.1383
C 0.789 1.345 -0.182 -0.4995
C -0.474 0.656 0.397 -0.2992
C -1.709 -0.067 -0.036 -0.3538
C -0.357 -0.622 -0.400 -0.2308
H 1.442 -2.222 -0.351 0.2443
H 0.957 -1.198 1.348 0.2283
H 1.115 2.220 0.535 0.2305
H 0.678 1.594 -1.316 0.2328
H -0.572 0.580 1.474 0.2231
H -2.356 -0.556 0.691 0.2210
H -2.381 0.058 -0.792 0.2132
H -0.290 -0.515 -1.478 0.2027
```

Calculated values
Lowest unoccupied orbital energy, eV: 1.0
E_HOMO, eV: -8.212
Spin multiplicity: 1
Structure (SMILES): C1SC[C@H]2C[C@H]12
Total charge: 0



Quick one: most stable of them? P)



P) Density functional theory data (ωB97M-V/def2-TZVPD) for a single C5H8S molecule.

Structure (XYZ):
```
14
Properties=species:S:1:pos:R:3:nbo_charge:R:1
C 0.923 0.043 2.151 -0.3483
C 0.156 0.973 1.564 -0.4088
S -1.373 0.686 0.886 0.2377
C -0.969 0.387 -0.903 -0.3620
C 0.432 -0.151 -1.307 -0.4162
C -0.770 -1.066 -1.371 -0.4222
H 2.013 0.150 2.185 0.2004
H 0.591 -0.950 2.518 0.2029
H 0.636 1.966 1.402 0.2087
H -1.444 1.032 -1.715 0.2286
H 0.918 0.149 -2.141 0.2122
H 1.104 -0.177 -0.403 0.2270
H -1.251 -1.222 -2.300 0.2152
H -0.966 -1.821 -0.566 0.2248
```

Calculated values
Lowest unoccupied orbital energy, eV: 0.9
E_HOMO, eV: -8.587
Spin multiplicity: 1
Structure (SMILES): C=CSC1CC1
Total charge: 0



Q) Density functional theory data (ωB97M-V/def2-TZVPD) for a single C5H8S molecule.

Structure (XYZ):
```
14
Properties=species:S:1:pos:R:3:nbo_charge:R:1
C 1.211 0.127 -0.237 -0.1779
C 0.598 1.270 -0.027 -0.2084
C -0.895 1.414 0.006 -0.5851
S -1.854 -0.071 -0.356 0.2108
C -0.729 -1.254 0.392 -0.5384
C 0.580 -1.251 -0.355 -0.4652
H 2.276 0.193 -0.277 0.2000
H 1.209 2.159 0.088 0.2108
H -1.251 2.203 -0.703 0.2407
H -1.020 1.738 1.058 0.2155
H -0.654 -0.927 1.471 0.2174
H -1.231 -2.238 0.409 0.2338
H 1.291 -2.004 -0.029 0.2167
H 0.471 -1.359 -1.438 0.2292
```

Calculated values
Lowest unoccupied orbital energy, eV: 1.0
E_HOMO, eV: -8.480
Spin multiplicity: 1
Structure (SMILES): C1=CCSCC1
Total charge: 0



Quick one: most stable of them? Q)